Version a
{"formula": "C4H10N2OS", "method": "wB97M-V/def2-TZVPD", "elements": ["H", "N", "C", "H", "O", "C", "H", "N", "H", "H", "H", "C", "H", "S", "C", "H", "H", "H"], "coordinates": [[1.5472, -0.4925, -1.3978], [0.1526, 1.1191, -0.2453], [2.0845, -1.2664, 0.5392], [-0.8529, 2.5788, 0.9144], [-0.1632, -1.1378, -0.4034], [-0.4425, 2.4333, -0.0886], [-2.8628, -1.7403, 1.1073], [-1.9683, 0.1315, 0.0299], [-1.2033, 2.6381, -0.8248], [1.2719, -2.2849, -1.2251], [1.7350, -2.0288, 1.2294], [1.2235, -1.2853, -0.7213], [3.1413, -1.4657, 0.2803], [-3.0396, -1.1708, -0.1107], [-0.6050, 0.1107, -0.2081], [-2.3697, 0.9886, 0.3128], [2.0107, -0.3013, 1.0241], [0.3406, 3.1737, -0.2123]], "lowdin_charge": [0.11, 0.04, -0.08, 0.08, -0.07, -0.13, -0.14, -0.35, 0.07, 0.13, 0.07, -0.23, 0.08, 0.78, -0.55, 0.05, 0.06, 0.07], "homo_lumo_gap_ev": 9.81, "molar_mass_g_mol": 134.20, "lumo_energy_ev": 0.7751, "smiles": "CCO/C(=N/C)NS", "total_charge": 0, "homo_energy_ev": -9.04}

Version b
{"formula": "C4H10N2OS", "method": "wB97M-V/def2-TZVPD", "elements": ["C", "H", "C", "H", "N", "H", "C", "H", "H", "O", "H", "S", "H", "H", "H", "H", "C", "N"], "coordinates": [[-0.1029, -2.4930, 0.6597], [1.0564, -2.5874, 0.7494], [-1.5789, 1.5795, -0.4401], [2.5087, 0.2066, -0.5518], [2.2674, 1.1986, -0.9951], [-2.3322, 1.6210, -1.3811], [-0.4492, -1.0216, 0.5699], [-2.1333, 1.1284, 0.5144], [0.0802, 1.0196, 1.6981], [-0.1262, -0.4901, -0.6777], [-0.6386, -3.0427, 1.5294], [0.7112, -0.1474, 1.8039], [2.7038, 1.5084, -1.8487], [-0.3076, -2.8043, -0.4539], [-1.3706, -0.8348, 1.0748], [-1.0716, 2.5367, -0.3469], [-0.3864, 0.7758, -0.9059], [1.1697, 1.8466, -0.9985]], "lowdin_charge": [-0.12, 0.09, -0.10, 0.14, -0.12, 0.12, -0.69, 0.10, -0.16, -0.14, 0.11, 0.74, 0.08, 0.12, 0.08, 0.05, -0.27, -0.03], "homo_lumo_gap_ev": [8.18, 7.89], "molar_mass_g_mol": 134.20, "lumo_energy_ev": [0.7501, 0.6410], "total_charge": 0, "homo_energy_ev": [-7.43, -7.25]}

Referenced to the most stable arrangement, the calculated values in kJ/mol are version a 0.0; version b 575.4.

Version a
{"formula": "C4H10N2OS", "method": "wB97M-V/def2-TZVPD", "elements": ["H", "H", "H", "H", "N", "C", "C", "H", "H", "H", "S", "C", "H", "H", "H", "O", "N", "C"], "coordinates": [[-0.5055, 0.3977, -1.2601], [-1.7210, -0.4041, -0.0524], [1.0309, -0.3595, -1.7792], [-1.8555, -2.1631, 0.1741], [0.7739, 1.6146, -2.3465], [0.0495, -1.2559, 0.8928], [-1.4406, -1.2488, 0.5659], [0.0782, -1.8164, 1.8256], [0.6079, -1.8684, 0.1573], [1.7650, 1.7223, -2.5483], [-2.4073, -0.8881, 2.1222], [0.5633, 0.5415, -1.3871], [0.5445, 2.4660, -1.8460], [-2.2127, 0.4293, 2.2943], [1.1515, 0.0620, 1.9297], [1.7202, 1.8919, 0.2305], [0.7801, -0.0052, 1.0139], [1.0777, 0.8843, 0.0134]], "lowdin_charge": [0.09, 0.04, 0.13, 0.07, 0.00, -0.29, -0.50, 0.10, 0.12, 0.07, 0.67, -0.20, 0.07, -0.16, 0.13, 0.05, 0.07, -0.47], "homo_lumo_gap_ev": 10.11, "molar_mass_g_mol": 134.20, "lumo_energy_ev": 0.7212, "smiles": "NCC(=O)NCCS", "total_charge": 0, "homo_energy_ev": -9.39}

Version b
{"formula": "C4H10N2OS", "method": "wB97M-V/def2-TZVPD", "elements": ["H", "H", "O", "N", "H", "C", "H", "C", "N", "H", "S", "H", "C", "H", "H", "H", "H", "C"], "coordinates": [[1.7174, -2.5190, -1.1196], [0.4478, -0.4472, -1.2737], [0.7427, -2.4033, 0.6995], [-0.4521, 0.1459, 1.2636], [-0.4776, 2.7410, -0.6987], [1.3485, -0.4662, -0.6289], [2.7150, -1.9986, 0.2194], [-1.6265, 0.9431, 1.2582], [-2.0295, 1.8661, 0.4666], [2.1758, -0.0200, -1.2304], [1.0317, 0.6933, 0.6784], [-1.0585, 1.2310, -1.3394], [-1.3767, 2.1183, -0.7771], [-0.4730, -0.6872, 1.8034], [-2.2086, 0.5909, 2.1157], [-0.0590, -2.5485, 0.2232], [-2.1076, 2.6444, -1.4354], [1.6902, -1.8839, -0.2248]], "lowdin_charge": [0.11, 0.07, -0.08, -0.34, 0.06, -0.49, 0.13, -0.28, -0.03, 0.09, 0.91, 0.05, -0.20, 0.06, 0.11, 0.07, 0.08, -0.32], "homo_lumo_gap_ev": 9.30, "molar_mass_g_mol": 134.20, "lumo_energy_ev": 0.6671, "smiles": "C/N=C\\NSCCO", "total_charge": 0, "homo_energy_ev": -8.63}

Referenced to the most stable arrangement, the calculated values in kJ/mol are version a 0.0; version b 123.9.

Version a
{"formula": "C2H3BrS", "method": "wB97M-V/def2-TZVPD", "elements": ["H", "Br", "H", "S", "H", "C", "C"], "coordinates": [[-2.1249, 1.4126, 0.3079], [3.0810, -0.0302, -0.0125], [1.0392, -1.6207, -0.3479], [0.1517, 0.6719, 0.2925], [-1.9871, -0.3117, -0.4568], [-1.5827, 0.6042, -0.0476], [1.4227, -0.7262, 0.2644]], "lowdin_charge": [-0.04, 0.62, 0.02, 0.72, 0.00, -0.33, -0.98], "homo_lumo_gap_ev": [7.31, 8.13], "molar_mass_g_mol": 139.02, "lumo_energy_ev": [-0.6232, -0.1924], "total_charge": 0, "homo_energy_ev": [-7.93, -8.33]}

Version b
{"formula": "C2H3BrS", "method": "wB97M-V/def2-TZVPD", "elements": ["H", "S", "C", "Br", "C", "H", "H"], "coordinates": [[-1.3608, 0.0865, -0.9585], [1.7227, 1.9029, -0.0163], [1.4204, 0.3631, -0.1342], [2.4077, -1.1985, -0.0471], [-1.3937, -0.3477, -0.0278], [-0.8327, -1.0351, 0.5650], [-1.9635, 0.2287, 0.6190]], "lowdin_charge": [-0.03, 0.63, -1.26, 0.63, 0.09, -0.02, -0.04], "homo_lumo_gap_ev": [7.74, 7.54], "molar_mass_g_mol": 139.02, "lumo_energy_ev": [-0.9471, -0.6381], "total_charge": 0, "homo_energy_ev": [-8.69, -8.18]}

Referenced to the most stable arrangement, the calculated values in kJ/mol are version a 0.0; version b 66.8.